[1]
{
  "formula": "Cl2H2O2P2",
  "method": "the ωB97M-V functional and the def2-TZVPD basis",
  "homo_lumo_gap_ev": 10.03,
  "multiplicity": 1,
  "charge": 0,
  "e_homo_ev": -10.222,
  "species": ["Cl", "P", "O", "H", "P", "H", "O", "Cl"],
  "positions_angstrom": [[-3.650056, -1.036773, 0.807538], [-2.916312, 0.300958, -0.651410], [-1.440150, -1.275986, -1.240706], [-0.531986, -0.568108, 0.945462], [-0.339972, -0.706418, -0.422864], [0.205126, 0.528336, -0.762145], [-1.891251, 1.155724, -0.050775], [1.333861, -1.812354, -0.424230]],
  "atomic_forces_ev_per_a": [[0.1033, 0.2289, -0.0066], [-1.2942, -0.8411, -0.7165], [-0.5944, 0.1149, -0.3002], [-0.2001, -0.3369, 0.0603], [1.6664, 0.6670, 1.0079], [-0.0116, -0.1724, -0.3958], [0.3769, 0.6549, 0.5512], [-0.0462, -0.3153, -0.2004]],
  "nbo_charge": [-0.395, 1.424, -1.070, -0.033, 1.465, -0.031, -1.109, -0.250]
}

***

[2]
{
  "formula": "Cl2H2OSi",
  "method": "the ωB97M-V functional and the def2-TZVPD basis",
  "homo_lumo_gap_ev": 10.54,
  "multiplicity": 1,
  "charge": 0,
  "e_homo_ev": -10.806,
  "smiles": "O=[SiH]Cl.Cl",
  "species": ["Cl", "Si", "Cl", "H", "H", "O"],
  "positions_angstrom": [[2.061167, -1.118574, -0.332960], [-0.873807, 0.617910, 0.043434], [-2.315846, 0.756407, -1.294078], [1.885282, -1.429454, 0.915225], [-0.099647, 1.844194, -0.123108], [-0.657149, -0.670482, 0.791488]],
  "atomic_forces_ev_per_a": [[0.3844, -0.1726, 0.3397], [0.5362, -0.3161, -0.2287], [-0.9596, 0.2126, -0.7334], [-0.1317, 0.1746, -0.5649], [0.1873, 0.0551, 0.4066], [-0.0166, 0.0464, 0.7806]],
  "nbo_charge": [-0.284, 1.719, -0.370, 0.292, -0.201, -1.155]
}

***

[3]
{
  "formula": "Cl2H2OSi",
  "method": "the ωB97M-V functional and the def2-TZVPD basis",
  "homo_lumo_gap_ev": 7.26,
  "multiplicity": 1,
  "charge": 0,
  "e_homo_ev": -8.725,
  "species": ["Cl", "Si", "H", "Cl", "H", "O"],
  "positions_angstrom": [[-1.300162, 2.267012, -0.054199], [-0.673600, 0.457709, 0.128744], [0.275697, 0.435900, -1.087043], [-3.966754, -0.650716, 0.051054], [-0.243904, -0.120893, 1.511446], [-2.547468, -1.433973, -0.034049]],
  "atomic_forces_ev_per_a": [[-1.2919, 1.9214, 0.3228], [0.4411, -4.2281, -0.1112], [-0.6773, -0.7442, 1.0733], [-1.0167, 0.4943, 0.0561], [-0.4100, 0.7735, -1.3258], [2.9547, 1.7832, -0.0152]],
  "nbo_charge": [-0.307, 1.167, -0.141, 0.170, -0.109, -0.780]
}

***

[4]
{
  "formula": "Cl2H2S",
  "method": "the ωB97M-V functional and the def2-TZVPD basis",
  "homo_lumo_gap_ev": 3.50,
  "multiplicity": 1,
  "charge": 0,
  "e_homo_ev": -9.809,
  "species": ["Cl", "H", "S", "Cl", "H"],
  "positions_angstrom": [[2.318237, -1.189814, -0.451102], [-1.053090, -1.412648, 0.433143], [-2.667172, -0.251722, 0.922064], [2.537066, 1.337590, -2.475889], [-1.135040, 1.516593, 1.571784]],
  "atomic_forces_ev_per_a": [[0.1436, 1.8114, -1.4437], [-3.1803, 2.3214, 0.9605], [5.2095, 0.0203, -0.1124], [-0.1651, -1.8164, 1.4567], [-2.0077, -2.3367, -0.8611]],
  "nbo_charge": [-0.010, 0.182, -0.327, 0.012, 0.143]
}

***

[5]
{
  "formula": "Cl2H3PSi",
  "method": "the ωB97M-V functional and the def2-TZVPD basis",
  "homo_lumo_gap_ev": [8.50, 7.57],
  "multiplicity": 1,
  "charge": 0,
  "e_homo_ev": [-10.017, -8.603],
  "species": ["H", "Cl", "Si", "H", "H", "Cl", "P"],
  "positions_angstrom": [[0.486095, 0.465850, 0.953925], [0.432339, -3.682926, -0.225764], [-0.232012, -1.730138, 0.246025], [1.886524, 0.005538, -0.537657], [-2.080988, -1.000142, -1.514537], [-1.348938, -1.986187, 1.937383], [1.504561, -0.461009, 0.719044]],
  "atomic_forces_ev_per_a": [[-0.0115, 0.7514, 0.0841], [-0.3066, 0.9165, -0.0135], [-1.1474, -1.2425, -1.6713], [-0.2553, 0.0536, -0.5091], [1.4200, -0.4935, 1.2321], [0.0418, 0.2512, 0.0663], [0.2590, -0.2367, 0.8114]],
  "nbo_charge": [0.015, -0.393, 0.949, 0.029, -0.127, -0.368, -0.105]
}

***

[6]
{
  "formula": "Cl2H4N2P",
  "method": "the ωB97M-V functional and the def2-TZVPD basis",
  "homo_lumo_gap_ev": 7.79,
  "multiplicity": 1,
  "charge": 1,
  "e_homo_ev": -14.190,
  "species": ["H", "Cl", "P", "Cl", "N", "H", "H", "N", "H"],
  "positions_angstrom": [[2.886497, 0.833460, -0.132992], [-3.403373, 1.642748, -0.045918], [-2.345174, -0.013911, 0.025846], [-3.545327, -1.586847, -0.069387], [2.244704, 0.061075, -0.018142], [2.456099, -0.366665, 0.881014], [0.066725, -0.186442, 0.043671], [-0.860544, 0.248142, 0.036060], [2.500394, -0.631564, -0.720156]],
  "atomic_forces_ev_per_a": [[-0.0768, 0.2003, -0.0060], [0.1783, -0.8966, 0.0891], [1.1519, 0.8393, -0.2532], [0.7574, 0.7742, 0.1034], [-0.4440, -0.7301, 0.0588], [0.1252, 0.1128, -0.1069], [0.4117, -0.0203, -0.0276], [-2.1694, -0.4248, 0.0418], [0.0658, 0.1453, 0.1007]],
  "nbo_charge": [0.388, -0.028, 1.529, -0.026, -1.102, 0.373, 0.492, -1.000, 0.374]
}

***

[7]
{
  "formula": "Cl2HISi",
  "method": "the ωB97M-V functional and the def2-TZVPD basis",
  "homo_lumo_gap_ev": 8.12,
  "multiplicity": 1,
  "charge": 0,
  "e_homo_ev": -9.108,
  "species": ["Cl", "Si", "Cl", "H", "I"],
  "positions_angstrom": [[-1.161731, 2.108913, 1.787231], [-2.019141, 1.078171, 3.219016], [0.344575, -1.202731, 0.216342], [-0.100487, -2.429025, 0.337053], [-0.059936, -0.154193, 4.250199]],
  "atomic_forces_ev_per_a": [[0.9975, 1.1649, -1.6112], [-0.7127, -1.3595, 1.7537], [-0.3334, -0.8494, 0.0744], [0.3194, 0.8551, -0.0773], [-0.2709, 0.1890, -0.1396]],
  "nbo_charge": [-0.424, 0.770, -0.276, 0.275, -0.346]
}

***

[8]
{
  "formula": "Cl2HO2P",
  "method": "the ωB97M-V functional and the def2-TZVPD basis",
  "homo_lumo_gap_ev": [6.00, 3.81],
  "multiplicity": 3,
  "charge": 0,
  "e_homo_ev": [-7.232, -9.325],
  "species": ["H", "Cl", "O", "P", "O", "Cl"],
  "positions_angstrom": [[-0.303313, 0.390709, -0.888379], [0.523613, -0.399945, 2.542241], [-0.588293, 1.130917, -1.685527], [0.519736, -1.220309, 0.521755], [-0.883311, -1.615929, 0.633170], [0.731568, 1.714557, -1.123260]],
  "atomic_forces_ev_per_a": [[-2.1678, -1.9786, -0.3094], [0.9549, 0.3600, -0.3225], [-0.7715, -1.8296, 0.8423], [0.5787, 1.4837, 0.7731], [-2.0133, -1.3837, -1.0703], [3.4190, 3.3482, 0.0868]],
  "nbo_charge": [0.346, -0.413, -0.539, 1.003, -0.980, 0.582]
}

***

[9]
{
  "formula": "Cl2HPS2",
  "method": "the ωB97M-V functional and the def2-TZVPD basis",
  "homo_lumo_gap_ev": [7.11, 7.13],
  "multiplicity": 1,
  "charge": 0,
  "e_homo_ev": [-9.474, -9.500],
  "species": ["P", "S", "Cl", "H", "Cl", "S"],
  "positions_angstrom": [[1.965071, 0.342756, 0.795098], [0.711996, 2.890859, 1.267073], [2.918547, -0.861656, 2.101570], [-0.066505, 0.012632, -0.843960], [3.550699, 0.425452, -0.512144], [0.680710, -1.023383, -0.143287]],
  "atomic_forces_ev_per_a": [[-0.0360, 0.8335, -0.5330], [0.5126, -1.0449, -0.1842], [-0.3609, -0.2539, 0.5750], [1.1981, -1.4541, 1.2001], [-0.1922, 0.4547, -0.2049], [-1.1215, 1.4646, -0.8530]],
  "nbo_charge": [0.767, -0.203, -0.230, 0.198, -0.265, -0.267]
}

***

[10]
{
  "formula": "Cl2IMnO8",
  "method": "the ωB97M-V functional and the def2-TZVPD basis",
  "homo_lumo_gap_ev": [2.97, 3.68],
  "multiplicity": 6,
  "charge": -1,
  "e_homo_ev": [-6.426, -6.584],
  "species": ["O", "O", "O", "O", "O", "O", "I", "Mn", "Cl", "O", "Cl", "O"],
  "positions_angstrom": [[-12.695724, 7.295231, 28.004393], [-8.370796, -2.199693, 27.960209], [-6.776843, -1.481856, 26.059103], [-8.662882, -2.535543, 25.632602], [-11.817221, 8.964333, 26.758043], [-10.570973, 7.038432, 26.949496], [-5.570067, 4.556338, 26.942400], [-8.951669, 3.449208, 25.800628], [-11.956706, 7.503370, 26.778841], [-8.822518, -0.384047, 26.335315], [-8.115867, -1.626082, 26.612400], [-12.573873, 7.047609, 25.647046]],
  "atomic_forces_ev_per_a": [[-0.2948, -1.8836, -0.5684], [1.4087, 1.9872, -1.6558], [1.0489, 0.7980, 2.8519], [-1.3758, -1.2473, 0.5053], [-0.0731, -0.5287, -1.2702], [-0.3614, -1.6561, -0.7891], [-1.6455, -0.5346, -0.6055], [1.5400, 0.4361, 0.9497], [2.7112, 5.9334, 6.0042], [-0.2727, 1.5953, 1.7046], [-0.9318, -2.5102, -3.5497], [-1.7537, -2.3893, -3.5771]],
  "nbo_charge": [-0.861, -0.797, -0.835, -0.892, -0.885, -0.892, -0.378, 1.262, 2.549, -0.912, 2.480, -0.838]
}

***

Quick rundown of energy above the lowest of the compared OMol25 structures with the same formula, charge and spin, same order as above: 16.3, 63.4, 166.2, 230.9, 80.0, 56.9, 36.9, 0.0, 72.4, 154.4 kcal/mol
Quick rundown of E, same order as above: -1754.844354, -1286.356141, -1286.192284, -1319.351822, -1552.988053, -1373.362812, -1508.217101, -1412.575868, -2058.664535, -2970.344490 Eh